[1]
Below is 2 unconnected molecules or ions with the total composition C3H9OS, with properties calculated with ωB97M-V/def2-TZVPD.

Last column: natural (NBO) charge in e.
CARTESIAN COORDINATES (ANGSTROEM)
1 C 0.797413 -1.876639 -1.844359  -0.24
2 O 0.794880 -0.480553 -1.917642  -0.74
3 H 1.363204 -2.246015 -0.996068  0.17
4 H -0.175285 -2.350056 -1.788566  0.15
5 H 1.228316 -2.253738 -2.777260  0.16
6 C -1.130338 1.708490 1.192745  -0.62
7 C -0.013195 0.662570 1.245303  -0.53
8 S 0.290183 -0.037577 2.920214  -0.73
9 H -2.114351 1.254484 1.054731  0.19
10 H -0.904755 2.438654 0.405978  0.17
11 H -1.160437 2.322117 2.091617  0.21
12 H -0.285689 -0.171766 0.591847  0.15
13 H 0.928684 1.134402 0.956838  0.18
14 H 0.381371 -0.104375 -1.135378  0.49

Cartesian forces (eV/Å) of the 3 atoms listed first:
C 0.3 -0.5 -0.3
O -0.1 0.4 -0.5
H 0.3 -0.1 0.2

Summary:
Energy above the lowest of the compared OMol25 structures with the same formula, charge and spin in kJ/mol: 116.1
Spin multiplicity: 1
Frontier orbital gap in eV: 5.95
Charge: -1

=====

[2]
Below is 2 unconnected molecules or ions with the total composition C3H9OS, with properties calculated with ωB97M-V/def2-TZVPD.

Last column: Mulliken spin population.
CARTESIAN COORDINATES (ANGSTROEM)
1 C -0.358534 1.790434 2.165760  0.01
2 O -0.132591 0.385649 2.380071  0.03
3 H 0.152873 2.109980 1.249942  -0.01
4 H -1.401784 2.157672 2.170081  0.00
5 H 0.201407 2.297202 2.950609  0.00
6 C 0.904618 -1.971868 -2.278632  0.00
7 S 0.570470 -0.237989 -1.786400  0.27
8 C -0.462047 0.132535 -0.500760  0.65
9 H 0.609642 -2.501303 -1.354781  0.00
10 H 1.944053 -2.125901 -2.596611  0.00
11 H 0.306261 -2.349769 -3.126751  0.02
12 H -0.970078 -0.740180 -0.077789  0.00
13 H -0.329252 0.017041 1.491356  0.01
14 H -1.035038 1.036497 -0.686093  0.02

Cartesian forces (eV/Å) of the 3 atoms listed first:
C 1.1 0.2 0.4
O -1.0 0.6 -1.0
H -0.3 0.0 -0.1

Summary:
Energy above the lowest of the compared OMol25 structures with the same formula, charge and spin in kJ/mol: 178.9
<S²>: 0.756
Spin multiplicity: 2
Frontier orbital gap (alpha / beta) in eV: 8.51 / 9.78
Charge: 0

=====

[3]
Below is 3 unconnected molecules or ions with the total composition C3H9S, with properties calculated with ωB97M-V/def2-TZVPD.

Last column: natural (NBO) charge in e.
CARTESIAN COORDINATES (ANGSTROEM)
1 C 2.436986 0.660131 1.442073  -0.61
2 C 1.622656 -0.662599 1.187333  -0.63
3 H 2.048393 1.388978 0.769076  0.22
4 H 3.500667 0.631667 1.224730  0.20
5 H 2.393658 0.973786 2.606232  0.19
6 H 1.005767 -0.823767 2.139524  0.20
7 H 0.976889 -0.605636 0.239970  0.24
8 H 2.192742 -1.607555 1.114485  0.20
9 C -3.535750 -0.085798 -1.711133  -0.71
10 S -2.101150 0.412251 -3.755898  -0.88
11 H -3.455748 1.021057 -1.674114  0.22
12 H -4.357530 -0.494654 -2.122432  0.16
13 H -2.727580 -0.807861 -1.459846  0.21

Cartesian forces (eV/Å) of the 3 atoms listed first:
C 0.0 -0.8 2.3
C -0.8 -0.1 0.7
H -0.5 1.0 0.1

Summary:
Energy above the lowest of the compared OMol25 structures with the same formula, charge and spin in kJ/mol: 333.4
Spin multiplicity: 1
Frontier orbital gap in eV: 5.83
Charge: -1

=====

[4]
Below is 2 unconnected molecules or ions with the total composition C3H9S2, with properties calculated with ωB97M-V/def2-TZVPD.

Last column: natural (NBO) charge in e.
CARTESIAN COORDINATES (ANGSTROEM)
1 C 1.926318 -0.303227 1.612933  -0.73
2 S 1.089816 -1.950995 1.754810  -0.75
3 H 1.240705 0.483803 1.302508  0.16
4 H 2.406820 -0.060450 2.568779  0.17
5 H 2.774155 -0.391569 0.932667  0.17
6 C -1.309308 -1.027490 -1.160786  -0.78
7 S -1.172830 0.485440 -2.161857  0.15
8 C -0.805959 1.581607 -0.768149  -0.75
9 H -1.573171 -1.951945 -1.689065  0.22
10 H -1.996063 -0.988921 -0.317696  0.21
11 H -0.361256 -1.397962 -0.740260  0.27
12 H -0.844805 1.118023 0.212942  0.25
13 H 0.187312 2.031749 -0.807101  0.22
14 H -1.561735 2.371938 -0.739726  0.20

Cartesian forces (eV/Å) of the 3 atoms listed first:
C 0.4 -1.0 0.4
S 0.0 0.4 -0.1
H 0.1 0.2 0.0

Summary:
Energy above the lowest of the compared OMol25 structures with the same formula, charge and spin in kJ/mol: 105.5
Spin multiplicity: 1
Frontier orbital gap in eV: 5.40
Charge: -1

=====

[5]
Below is a molecular structure, C3H9S2, with properties calculated with ωB97M-V/def2-TZVPD.

Last column: natural (NBO) charge in e.
CARTESIAN COORDINATES (ANGSTROEM)
1 C 0.489227 0.529866 3.182808  -0.72
2 S 1.142796 -0.201705 1.631750  -0.50
3 H 0.737960 1.585284 3.266496  0.18
4 H 0.969455 0.015358 4.008238  0.19
5 H -0.578420 0.386555 3.180223  0.19
6 C 0.063202 -0.732698 -2.466355  -0.61
7 C -0.926362 -0.161640 -1.484843  -0.52
8 S -0.419624 1.448374 -0.797479  -0.35
9 H 0.105101 -0.156772 -3.396744  0.19
10 H 1.096056 -0.680796 -2.117012  0.21
11 H -0.155265 -1.761632 -2.669729  0.18
12 H -1.028742 -0.861685 -0.653319  0.21
13 H -1.909967 -0.078463 -1.948695  0.18
14 H 0.414583 0.669954 0.264660  0.17

Cartesian forces (eV/Å) of the 3 atoms listed first:
C 0.5 -0.1 -0.8
S 0.5 -0.3 0.0
H -0.1 0.2 0.0

Summary:
Energy above the lowest of the compared OMol25 structures with the same formula, charge and spin in kJ/mol: 57.4
Spin multiplicity: 1
Frontier orbital gap in eV: 6.72
Charge: -1

=====

[6]
Below is a molecular structure, C3HAlO3, with properties calculated with ωB97M-V/def2-TZVPD.

Last column: natural (NBO) charge in e.
CARTESIAN COORDINATES (ANGSTROEM)
1 H 1.494836 -0.781066 0.937366  0.35
2 O 0.654433 -1.935546 -1.796423  -0.12
3 C 0.707769 -1.177397 -0.930352  0.83
4 C 0.779202 -0.427534 0.185312  -0.27
5 O 0.315890 0.856373 0.272128  -0.52
6 C -1.215952 1.339994 0.154306  0.40
7 O -1.438512 2.478738 -0.054275  -0.22
8 Al -1.297666 -0.353561 1.231939  1.54

Cartesian forces (eV/Å) of the 3 atoms listed first:
H -0.1 0.1 0.0
O 0.2 3.0 3.1
C -0.1 -4.6 -6.0

Summary:
Energy above the lowest of the compared OMol25 structures with the same formula, charge and spin in kJ/mol: 161.7
Spin multiplicity: 1
Frontier orbital gap (alpha / beta) in eV: 7.41 / 7.41
Charge: +2

=====

[7]
Below is a single C3HBr2ClF3NO2S molecule, with properties calculated with ωB97M-V/def2-TZVPD.

Last column: natural (NBO) charge in e.
CARTESIAN COORDINATES (ANGSTROEM)
1 O -0.092993 0.593694 -2.292341  -0.89
2 S -0.777303 1.022724 -1.109314  2.19
3 O -2.146654 1.346228 -1.083451  -0.87
4 N -0.373669 -0.092418 0.119354  -0.68
5 C -0.210183 -1.305245 -0.049497  0.22
6 C 0.469125 -2.357897 1.140350  -0.34
7 Cl 2.238344 -2.149171 0.944107  0.03
8 Br -0.024301 -4.104335 0.728274  0.18
9 Br -0.026527 -1.460918 2.847301  0.10
10 C 0.173895 2.411981 -0.263562  0.76
11 F 1.302074 1.822610 0.062239  -0.29
12 F 0.307154 3.482948 -1.025014  -0.29
13 F -0.426656 2.820481 0.843816  -0.30
14 H -0.412307 -2.030682 -0.862263  0.19

Cartesian forces (eV/Å) of the 3 atoms listed first:
O -0.2 0.7 0.2
S 1.3 -1.2 0.2
O -1.0 0.2 0.1

Summary:
Spin multiplicity: 1
Frontier orbital gap in eV: 10.25
Charge: 0
SMILES: O=S(=O)(/N=C/C(Cl)(Br)Br)C(F)(F)F

=====

[8]
Below is a molecular structure, C3HBrCl3NOS, with properties calculated with ωB97M-V/def2-TZVPD.

Last column: natural (NBO) charge in e.
CARTESIAN COORDINATES (ANGSTROEM)
1 C -0.044227 0.642453 -1.105616  0.64
2 C -0.806300 0.159454 0.177072  -0.24
3 C 0.258312 -0.423354 1.069569  -0.28
4 N 1.081759 -0.150679 -1.179032  -0.78
5 O -0.449516 1.469490 -1.931043  -0.55
6 S 1.425275 -1.303151 0.055001  0.54
7 Cl -1.863566 1.449154 0.850902  0.05
8 Cl -1.856312 -1.103079 -0.415800  0.07
9 Cl -0.478609 -1.823789 2.295182  -0.06
10 Br 1.062503 0.898776 2.080488  0.19
11 H 1.670680 0.184725 -1.896724  0.43

Cartesian forces (eV/Å) of the 3 atoms listed first:
C -0.9 0.5 -0.9
C -1.2 0.9 -0.7
C -1.2 -2.2 2.1

Summary:
Energy above the lowest of the compared OMol25 structures with the same formula, charge and spin in kJ/mol: 25.5
Spin multiplicity: 1
Frontier orbital gap in eV: 8.99
Charge: 0

=====

[9]
Below is a single C3HBrClIN2 molecule, with properties calculated with ωB97M-V/def2-TZVPD.

Last column: natural (NBO) charge in e.
CARTESIAN COORDINATES (ANGSTROEM)
1 Cl 0.033466 2.673881 -0.136960  0.07
2 C 0.022592 0.974556 -0.177274  0.02
3 N -0.076588 0.211972 0.961654  -0.54
4 C -0.054056 -1.081456 0.552741  0.20
5 I -0.175192 -2.665058 1.876671  0.19
6 N 0.050106 -1.192303 -0.737045  -0.47
7 C 0.099561 0.075658 -1.213782  -0.01
8 Br 0.250719 0.442307 -3.031549  0.11
9 H -0.150607 0.560442 1.905543  0.44

Cartesian forces (eV/Å) of the 3 atoms listed first:
Cl 0.0 -0.1 0.0
C 0.0 -0.2 -0.4
N 0.0 0.1 0.0

Summary:
Energy above the lowest of the compared OMol25 structures with the same formula, charge and spin in kJ/mol: 0.0
Spin multiplicity: 1
Frontier orbital gap in eV: 8.94
Charge: 0
SMILES: Clc1[nH]c(I)nc1Br

=====

[10]
Below is 2 unconnected molecules or ions with the total composition C3HBrIO2, with properties calculated with ωB97M-V/def2-TZVPD.

Last column: natural (NBO) charge in e.
CARTESIAN COORDINATES (ANGSTROEM)
1 C 1.109122 -1.328415 -0.035274  -0.47
2 C 0.376834 -0.124113 1.613187  -0.07
3 C 1.332930 -0.193716 2.653091  0.69
4 O 2.051179 -0.658858 3.474812  -0.59
5 O 1.220784 0.990575 2.096178  -0.52
6 Br -0.498814 -2.156376 -0.553740  -0.08
7 I -1.586735 -0.088554 2.566266  -0.05
8 H 1.238045 -0.622624 -0.831751  0.10

Cartesian forces (eV/Å) of the 3 atoms listed first:
C 0.1 0.6 2.5
C 0.2 -1.9 -1.6
C 0.8 -0.6 0.1

Summary:
Energy above the lowest of the compared OMol25 structures with the same formula, charge and spin in kJ/mol: 373.8
Spin multiplicity: 1
Frontier orbital gap in eV: 6.66
Charge: -1

=====

Which formula does entry 4 have? C3H9S2